Entry 1:
The following is a quantum chemistry calculation of a cluster of 2 separate species, C4H8NO2 in total in a non-equilibrium geometry, from the Open Molecules 2025 dataset.

```
15
Properties=species:S:1:pos:R:3:forces:R:3:mulliken_charge:R:1
C 1.522 1.250 -2.113 0.13 -0.03 0.65 -0.154
O 0.360 1.136 -2.518 0.00 0.12 -0.26 -0.578
O 1.980 1.076 -0.948 0.17 0.31 -0.69 -0.715
H -2.614 -1.408 0.731 0.02 0.02 0.10 1.049
H -0.591 -1.255 2.000 0.10 0.14 -0.05 0.826
H -3.051 -0.085 -0.480 0.29 -0.03 0.10 0.988
H -0.817 0.942 -0.113 0.01 0.12 0.04 0.069
C -2.322 -0.491 0.226 -0.17 0.25 0.20 -2.123
C -1.145 0.085 0.462 -0.15 -0.56 -0.52 0.686
H 2.298 1.566 -2.871 0.02 0.00 -0.10 0.377
C -0.121 -0.453 1.412 0.56 -0.04 0.32 -2.719
H 1.497 -0.356 0.016 -0.65 -0.24 1.03 0.267
H 1.757 -1.385 1.350 -0.07 0.25 0.34 0.281
H 0.182 0.353 2.105 -0.27 0.05 0.09 0.093
N 1.068 -0.974 0.742 0.02 -0.35 -1.26 -0.348
```
Forces are in eV/Å.

Its charge is -2. The calculation puts the total energy at -362.31516 Ha. The orbital gap (spin up / spin down) is 2.46 / 8.09 eV. The multiplicity is 2. As for the energy relative to the best compared isomer or geometry (same formula, charge and spin): 33.5 kcal per mole. The calculation puts the largest force on an atom at 1.306 eV/A. Its LUMO energy (spin up / spin down) is 0.25017 / 0.24840 Eh.

=====

Entry 2:
The following is a quantum chemistry calculation of a structure of composition C4H11NSi2 in a non-equilibrium geometry, from the Open Molecules 2025 dataset.

```
18
Properties=species:S:1:pos:R:3:forces:R:3:mulliken_charge:R:1
H -1.753 -0.446 1.522 0.04 0.03 0.13 0.291
H 3.210 -0.420 1.559 0.13 -0.05 0.22 -0.042
C -1.984 -0.772 0.514 0.58 0.01 -0.26 -0.173
C -3.248 -1.015 0.216 -0.27 -0.05 -0.03 -0.635
C -0.378 2.259 -0.354 -0.03 0.17 0.06 -1.009
H -1.250 1.864 -0.845 -0.23 -0.11 -0.15 0.253
H -4.048 -0.910 0.938 -0.04 0.01 0.10 0.259
Si 2.985 -0.719 0.153 -3.93 1.52 -0.58 0.546
H 3.755 0.111 -0.761 0.21 0.05 -0.13 -0.044
Si -0.512 -0.950 -0.656 -0.25 0.04 0.74 0.218
N 0.715 0.130 -0.147 3.64 -1.96 0.35 -0.178
H 0.110 -2.274 -0.491 0.01 -0.25 -0.09 -0.223
H 2.819 -2.110 -0.219 0.13 -0.31 -0.01 -0.072
C 0.642 1.479 0.006 0.12 0.51 0.08 0.256
H -0.977 -0.806 -2.045 -0.10 0.04 -0.24 -0.128
H -3.554 -1.336 -0.768 -0.04 -0.05 -0.26 0.213
H 1.501 1.927 0.496 0.01 0.19 0.04 0.238
H -0.369 3.310 -0.129 0.04 0.18 0.03 0.232
```
Forces are in eV/Å.

The calculation puts the total energy at -792.63640 Ha. The orbital gap is 7.18 eV. As for the energy relative to the best compared isomer or geometry (same formula, charge and spin): 43.4 kcal per mole. The calculation puts the largest force on an atom at 4.259 eV/A. Its LUMO energy is -0.01519 Eh.

=====

Entry 3:
The following is a quantum chemistry calculation of a structure of composition H30NeO15 in a non-equilibrium geometry, from the Open Molecules 2025 dataset.

```
46
Properties=species:S:1:pos:R:3:forces:R:3:mulliken_charge:R:1
H -1.133 0.919 -3.510 0.69 0.31 -0.11 0.350
O -2.409 2.754 -0.105 0.26 0.49 -0.62 -0.673
O 2.589 1.201 -1.043 0.24 0.19 -0.30 -0.799
O 2.434 -1.666 -1.282 0.34 0.34 -0.17 -0.692
O -3.191 -0.857 -1.652 -0.34 -0.45 1.04 -0.572
H 2.091 -2.432 2.379 -0.29 0.07 -0.35 0.339
O -2.212 -1.686 1.176 0.30 -0.06 0.18 -0.724
H -3.992 -0.382 -1.872 -0.15 0.05 -0.11 0.254
H -3.107 2.728 -0.759 -0.15 0.09 -0.19 0.293
H 1.570 -0.321 2.860 0.19 -0.20 0.27 0.248
H -0.281 -2.224 1.162 -0.86 0.54 0.23 0.324
O 2.861 -2.168 2.882 0.13 0.12 0.18 -0.607
H -1.592 1.707 2.844 -0.16 0.01 0.01 0.426
H 3.251 -2.992 3.174 0.23 -0.09 0.18 0.297
H 0.218 -3.299 -0.367 0.27 0.26 0.29 0.424
H 2.495 0.253 -1.137 0.26 -0.65 -0.32 0.398
H 1.825 -2.113 -1.869 -0.31 -0.22 -0.18 0.344
Ne -0.059 0.002 0.068 -0.06 0.04 -0.05 0.010
O -0.106 -3.705 -1.171 -0.31 -0.19 -0.77 -0.623
H 1.710 1.508 -0.818 -0.60 0.69 0.11 0.375
O 3.730 1.486 1.360 0.30 -0.07 1.05 -0.712
H 1.623 1.909 -3.867 0.20 0.18 0.13 0.305
H -0.113 1.460 3.055 0.65 -0.21 -0.06 0.394
H 1.264 0.491 -3.475 0.22 -0.20 0.15 0.296
O 1.388 0.594 2.645 -0.73 -0.39 0.07 -0.668
O 0.598 -2.604 1.175 0.65 -0.06 0.08 -0.740
H -2.787 -1.742 0.413 -0.13 -0.09 -1.00 0.294
H -2.730 -2.048 1.895 -0.05 -0.20 0.40 0.265
O -2.859 0.855 1.899 -0.51 0.43 -0.23 -0.677
H 0.518 3.695 -1.524 0.13 0.14 -0.17 0.299
H 1.921 -1.491 -0.493 -0.20 -0.30 0.53 0.296
H 3.727 2.432 1.507 0.05 0.26 0.12 0.309
O 0.382 3.211 -0.709 0.71 -0.22 -0.10 -0.597
H 2.172 0.892 2.183 0.86 0.40 -0.29 0.365
O -0.845 1.990 3.372 -0.32 0.53 0.45 -0.675
H -2.515 -0.451 -2.196 0.31 0.23 -0.64 0.353
H 3.424 1.382 0.459 -0.21 -0.04 -0.95 0.461
H 0.574 -4.334 -1.413 0.10 -0.26 -0.15 0.330
O 0.906 1.275 -3.891 -0.46 0.02 -0.16 -0.632
H -0.563 3.063 -0.673 -0.81 -0.08 0.35 0.344
H 0.472 -3.487 1.522 -0.10 -0.38 0.23 0.286
H -3.791 0.796 2.107 -0.28 0.22 0.17 0.275
H -2.418 1.026 -4.304 -0.15 0.09 -0.19 0.309
H -2.667 0.044 1.428 0.46 -0.72 -0.04 0.445
H -2.479 1.917 0.355 -0.08 -0.33 0.68 0.353
O -1.893 0.410 -3.792 -0.30 -0.27 0.24 -0.670
```
Forces are in eV/Å.

The calculation puts the total energy at -1275.56041 Ha. The orbital gap is 9.11 eV. As for the energy relative to the best compared isomer or geometry (same formula, charge and spin): 11.8 kcal per mole. The calculation puts the largest force on an atom at 1.179 eV/A. Its LUMO energy is -0.01050 Eh.

=====

Entry 4:
The following is a quantum chemistry calculation of a structure of composition C43H53FGaN4O3P2, from the Open Molecules 2025 dataset.

```
107
Properties=species:S:1:pos:R:3:forces:R:3:mulliken_charge:R:1
H -2.342 2.203 1.494 0.03 0.03 -0.01 0.454
H 5.144 3.993 -2.708 0.00 0.00 -0.02 0.473
C -0.154 -3.888 0.050 0.00 0.02 0.03 -1.750
C -4.737 3.162 -0.685 -0.02 0.01 -0.01 0.694
C 0.785 1.613 -4.196 0.02 -0.01 -0.02 -1.904
C -2.201 -1.127 0.378 0.01 0.03 -0.04 0.294
H -6.431 3.851 -1.613 0.00 -0.01 0.00 0.215
H -1.043 -0.435 7.754 0.00 0.00 0.00 0.472
N -5.853 3.936 -0.796 -0.03 0.03 0.00 -0.478
H -5.074 -1.647 5.628 -0.01 -0.01 -0.01 0.439
C 4.631 -2.751 0.403 0.01 -0.03 0.01 -0.885
C 0.979 -2.232 -3.807 0.06 0.00 -0.01 0.547
H 0.107 3.837 1.777 0.04 0.02 0.01 0.574
H 2.705 -3.558 -3.903 0.00 0.01 0.01 0.311
H 5.006 -0.142 -1.633 0.00 0.01 0.04 0.474
F 3.068 0.401 5.287 0.00 0.00 -0.01 -0.361
C -0.308 -0.485 1.996 0.08 0.16 -0.11 0.182
H -4.404 3.524 1.423 0.00 0.02 0.00 0.354
C 2.491 2.143 -1.648 0.03 -0.09 0.00 0.616
H 1.317 -0.236 7.036 0.00 0.01 0.01 0.535
C 0.118 -0.416 3.379 0.01 -0.03 0.01 1.159
C 4.497 0.806 -1.721 -0.01 0.02 0.05 -0.789
H 0.762 5.283 -1.582 0.00 -0.02 0.00 0.364
O 0.532 -0.126 1.103 0.09 -0.09 0.17 -0.338
C 5.199 1.903 -2.167 0.03 0.03 -0.03 -0.975
H 0.477 5.593 0.124 -0.01 0.01 -0.01 0.498
C -2.714 -0.817 6.430 -0.02 0.03 -0.03 -0.947
H -2.687 1.153 -2.458 0.03 0.02 0.00 0.439
H 0.737 -5.388 -2.257 0.01 0.01 0.03 0.203
C 3.228 3.233 -2.125 -0.02 0.02 -0.03 -0.818
C 0.235 3.525 -0.346 -0.03 0.06 0.01 1.303
H 0.010 -2.967 0.613 -0.02 0.01 -0.02 0.216
C 4.582 3.139 -2.359 0.01 -0.04 0.00 -1.253
H -4.669 -0.499 4.350 0.00 0.02 0.03 0.378
C 4.052 -1.514 0.186 0.00 0.00 0.02 -0.504
H 2.593 -4.679 -1.471 -0.02 0.00 0.02 0.296
C -0.335 -0.693 5.760 0.04 0.00 -0.09 1.082
H -0.617 4.583 -3.047 0.00 -0.01 0.00 0.406
C 2.399 -2.550 -1.232 -0.03 -0.01 0.11 -0.100
C 0.006 3.954 -3.681 -0.01 0.02 -0.01 -1.817
H -2.764 -2.667 5.360 0.00 0.01 0.02 0.165
C -0.762 -0.759 4.415 -0.06 -0.05 0.04 -1.013
H 5.485 -2.830 1.064 0.01 0.00 -0.01 0.439
C -0.328 -3.642 -1.453 -0.05 -0.02 -0.08 1.018
C -2.999 -1.615 5.169 0.04 -0.01 -0.02 0.556
H 1.809 1.956 -4.343 0.00 0.01 0.00 0.326
H -0.616 -4.851 -3.252 0.01 0.01 -0.01 0.350
H -3.420 -1.587 2.593 0.00 0.01 -0.01 0.784
C 1.762 -3.390 -4.423 0.04 0.00 -0.01 -1.414
Ga 0.310 -0.083 -0.823 0.69 -0.67 0.04 1.257
C -4.454 -1.493 4.746 -0.02 0.00 0.00 -1.858
C 0.039 2.505 -3.205 -0.10 -0.01 -0.03 1.300
H 4.448 -0.631 0.672 0.02 0.00 -0.02 0.712
H 0.272 1.630 -5.159 0.01 -0.01 -0.01 0.516
H 1.609 3.062 1.264 0.00 -0.02 0.00 0.330
C 1.432 -0.016 3.668 -0.02 0.00 0.03 -0.905
P 0.785 -2.273 -1.981 -0.02 0.05 -0.08 0.595
H -1.318 -3.203 -1.602 0.01 0.00 0.00 0.470
O -3.352 -1.504 0.274 -0.03 -0.01 0.01 -0.807
H -0.961 -1.233 -3.988 0.03 0.01 0.00 0.116
C 1.820 0.028 4.974 0.00 0.00 0.03 -0.169
C 4.131 -3.892 -0.219 0.00 0.02 -0.01 -0.859
H -1.052 -4.368 0.441 0.01 -0.02 0.01 0.462
H -6.309 4.268 0.035 0.01 -0.01 0.01 0.203
C 0.955 -0.299 6.018 0.00 -0.01 -0.01 -0.627
H -0.994 2.157 -3.147 -0.01 0.01 0.04 0.011
C -2.421 -1.245 2.818 0.02 0.01 -0.10 -0.498
C 0.906 4.880 -0.584 -0.02 0.02 0.03 -1.855
C 3.121 0.895 -1.405 -0.09 0.03 -0.17 0.829
O -1.396 -0.956 -0.622 -0.13 0.17 -0.27 -0.105
C -4.217 2.467 -1.783 0.05 -0.01 0.04 -1.108
C -0.382 -2.023 -4.472 -0.05 0.02 -0.01 -1.236
H 2.729 4.170 -2.329 0.00 -0.01 0.01 0.394
H 1.578 -1.325 -3.943 0.02 -0.02 0.00 0.306
C 0.530 3.099 1.093 0.00 -0.05 0.03 -1.761
C -3.055 1.742 -1.624 -0.08 -0.17 -0.03 -0.361
C -1.615 -0.923 1.747 -0.12 -0.03 0.12 0.141
C -1.280 -1.035 6.876 0.00 -0.01 0.03 -1.194
P 0.709 2.181 -1.518 -0.11 0.22 -0.01 0.245
H 0.829 0.577 -3.858 -0.02 -0.01 0.01 0.297
N 2.361 -0.165 -0.998 0.04 0.08 0.31 0.598
H -1.143 -2.083 7.161 0.00 0.01 0.01 0.335
H 4.609 -4.850 -0.073 -0.01 -0.01 0.02 0.483
H -2.896 0.243 6.230 -0.01 0.00 0.02 0.333
H 1.975 4.825 -0.379 -0.01 0.00 0.02 0.396
H -4.753 -2.235 4.009 0.01 -0.01 -0.01 0.512
C 3.003 -3.788 -1.013 0.00 -0.01 0.02 -0.495
H 6.252 1.789 -2.390 0.00 0.01 0.00 0.419
C 2.960 -1.387 -0.675 -0.04 0.01 -0.19 -0.782
H -0.420 3.980 -4.686 0.00 0.00 -0.01 0.498
N -2.351 1.664 -0.494 -0.24 0.23 0.18 0.669
H 1.004 4.390 -3.742 0.01 -0.01 0.00 0.277
H 0.697 -4.542 0.245 0.00 0.00 -0.01 0.453
C -0.264 -4.958 -2.228 -0.05 -0.03 -0.01 -1.405
H -3.412 -1.130 7.205 0.00 -0.01 0.00 0.375
H -0.251 -1.754 -5.521 0.00 -0.02 -0.01 0.435
H 1.192 -4.317 -4.415 0.00 0.00 0.01 0.274
N -2.059 -1.169 4.094 0.01 0.00 0.04 0.223
H -0.913 -5.685 -1.736 -0.02 0.00 -0.01 0.473
H 1.995 -3.159 -5.464 -0.01 0.01 0.00 0.454
H -0.844 3.627 -0.468 -0.01 0.00 -0.06 0.382
H 2.109 0.239 2.865 0.00 0.00 -0.01 0.645
C -4.042 3.043 0.524 0.00 -0.05 -0.01 -0.986
C -2.884 2.295 0.557 0.07 0.08 0.02 -0.431
H -4.721 2.482 -2.740 -0.02 0.00 0.00 0.379
H 0.123 2.124 1.342 -0.07 -0.01 -0.02 0.080
H -0.982 -2.934 -4.438 0.00 -0.01 0.01 0.297
```
Forces are in eV/Å.

Its charge is +1. The calculation puts the total energy at -4822.44538 Ha. The orbital gap is 6.62 eV. As for the energy relative to the best compared isomer or geometry (same formula, charge and spin): 12.4 kcal per mole. The calculation puts the largest force on an atom at 0.962 eV/A. Its LUMO energy is -0.09540 Eh.